1.
{
  "formula": "C4H10O",
  "method": "wB97M-V/def2-TZVPD",
  "e_tot_ev": -6354.896,
  "multiplicity": 1,
  "e_above_lowest_kj_mol": 280.5,
  "smiles": "C/C=C/OC.[H][H]",
  "orbital_gap_ev": 9.42,
  "lumo_ev": 1.102,
  "species": ["C", "C", "C", "O", "C", "H", "H", "H", "H", "H", "H", "H", "H", "H", "H"],
  "xyz": [[1.233, 1.565, 0.107], [-0.134, 0.959, 0.264], [-0.178, -0.355, 0.110], [-1.212, -1.143, 0.469], [-0.927, -2.517, 0.347], [1.668, 1.447, -0.895], [-0.103, 2.481, -1.544], [1.277, 2.620, 0.388], [-0.580, 1.910, -1.376], [-0.947, 1.531, 0.701], [1.823, 0.986, 0.809], [0.686, -0.859, -0.336], [-1.837, -3.038, 0.640], [-0.669, -2.769, -0.690], [-0.101, -2.820, 1.006]],
  "mulliken_charge": [-1.298, -0.146, -0.230, -0.380, -0.693, 0.388, 0.132, 0.340, -0.097, 0.432, 0.400, 0.281, 0.244, 0.310, 0.317]
}

=====

2.
{
  "formula": "C44H26N13S2Ti",
  "method": "wB97M-V/def2-TZVPD",
  "e_tot_ev": -110213.041,
  "multiplicity": 1,
  "charge": -1,
  "e_above_lowest_kj_mol": 0.0,
  "orbital_gap_ev": [4.91, 4.94],
  "lumo_ev": [0.219, 0.223],
  "species": ["Ti", "C", "C", "C", "C", "C", "N", "C", "C", "C", "C", "C", "C", "C", "C", "N", "C", "N", "C", "N", "C", "N", "C", "N", "C", "N", "C", "C", "C", "C", "C", "C", "C", "C", "C", "C", "C", "C", "C", "C", "N", "H", "H", "H", "H", "H", "H", "H", "H", "H", "H", "H", "H", "H", "H", "H", "H", "S", "C", "S", "C", "C", "N", "C", "N", "C", "C", "C", "C", "C", "C", "C", "C", "N", "H", "H", "H", "H", "H", "H", "N", "N", "H", "H", "H", "H"],
  "xyz": [[-0.100, 0.030, -0.169], [-4.507, -3.808, 2.901], [-3.437, -4.103, 3.761], [-2.157, -3.654, 3.491], [-1.979, -2.892, 2.344], [-0.795, -2.263, 1.771], [0.408, -2.425, 2.265], [1.475, -1.841, 1.748], [2.823, -2.148, 2.209], [3.292, -2.988, 3.212], [4.663, -3.057, 3.389], [5.540, -2.314, 2.582], [5.065, -1.486, 1.581], [3.688, -1.413, 1.413], [2.854, -0.672, 0.476], [3.363, 0.068, -0.485], [2.631, 0.592, -1.447], [1.288, 0.439, -1.647], [0.981, 0.915, -2.891], [-0.132, 0.725, -3.566], [-1.173, 0.092, -3.075], [-1.368, -0.342, -1.784], [-2.584, -0.950, -1.736], [-3.152, -1.535, -0.692], [-2.478, -1.812, 0.399], [-1.150, -1.584, 0.634], [-3.036, -2.595, 1.499], [-4.321, -3.056, 1.755], [-3.225, -0.891, -3.042], [-4.468, -1.316, -3.491], [-4.792, -1.042, -4.810], [-3.897, -0.374, -5.659], [-2.653, 0.033, -5.207], [-2.337, -0.237, -3.883], [2.163, 1.536, -3.469], [2.375, 2.196, -4.675], [3.653, 2.654, -4.931], [4.699, 2.447, -4.015], [4.489, 1.775, -2.827], [3.197, 1.329, -2.566], [1.536, -0.930, 0.739], [-5.496, -4.174, 3.145], [-3.622, -4.687, 4.653], [-1.325, -3.870, 4.147], [2.606, -3.552, 3.828], [5.069, -3.689, 4.168], [6.606, -2.390, 2.754], [5.730, -0.907, 0.954], [-5.139, -2.824, 1.086], [-5.158, -1.819, -2.827], [-5.759, -1.340, -5.194], [-4.193, -0.158, -6.676], [-1.961, 0.566, -5.846], [1.564, 2.343, -5.376], [3.857, 3.187, -5.852], [5.687, 2.824, -4.248], [5.286, 1.608, -2.116], [-0.667, 0.671, 2.295], [0.454, 1.972, 2.305], [1.341, 2.053, 0.849], [0.625, 2.828, 3.374], [-0.120, 2.654, 4.582], [-0.716, 2.504, 5.557], [1.570, 3.899, 3.323], [2.328, 4.767, 3.279], [-1.531, 1.988, -0.369], [-2.309, 2.403, -1.544], [-1.762, 3.218, -2.546], [-2.485, 3.576, -3.665], [-3.803, 3.139, -3.812], [-4.388, 2.374, -2.808], [-3.648, 2.018, -1.696], [-4.544, 3.452, -5.010], [-5.130, 3.679, -5.974], [-2.188, 1.735, 0.459], [-0.819, 2.745, -0.065], [-0.737, 3.555, -2.441], [-2.032, 4.183, -4.439], [-5.414, 2.044, -2.913], [-4.111, 1.422, -0.917], [1.864, -3.105, -1.611], [0.574, -2.415, -1.652], [2.548, -2.377, -1.817], [2.029, -3.296, -0.623], [-0.122, -3.108, -1.382], [0.387, -2.257, -2.642]],
  "mulliken_charge": [-0.694, -0.641, -0.661, -0.304, -0.025, -0.463, -0.374, -1.032, 0.470, -0.292, -0.660, -0.709, -0.279, 0.269, -1.120, -0.199, -0.830, 1.810, -0.486, -0.019, -1.514, 2.661, -0.785, -0.427, -0.858, 1.179, 0.078, -0.291, 0.204, -0.355, -0.746, -0.703, -0.203, 0.246, 0.003, -0.320, -0.704, -0.635, -0.458, 0.012, 2.107, 0.397, 0.401, 0.555, 0.563, 0.400, 0.403, 0.566, 0.546, 0.547, 0.401, 0.417, 0.544, 0.579, 0.406, 0.412, 0.558, -0.570, 1.130, -0.507, 0.437, -0.030, -0.610, -0.009, -0.607, -1.761, 0.184, -0.159, -0.959, 0.482, -0.728, -0.309, -0.013, -0.617, 0.662, 0.887, 0.513, 0.464, 0.472, 0.354, -1.124, 0.097, 0.374, 0.331, 0.350, 0.318]
}

=====

3.
{
  "formula": "C4H6ClNOS",
  "method": "wB97M-V/def2-TZVPD",
  "e_tot_ev": -31138.873,
  "multiplicity": 1,
  "e_above_lowest_kj_mol": 199.3,
  "smiles": "CN1SC=C[C@]1(O)Cl",
  "orbital_gap_ev": 8.70,
  "lumo_ev": 0.556,
  "species": ["C", "C", "C", "C", "N", "O", "S", "Cl", "H", "H", "H", "H", "H", "H"],
  "xyz": [[-0.087, -1.432, -0.879], [-1.383, -1.609, -0.376], [0.625, -0.240, -0.355], [-0.124, 1.658, 1.084], [-0.330, 0.421, 0.348], [1.307, 0.704, -1.082], [-1.783, -0.262, 0.691], [2.025, -1.001, 0.980], [0.243, -2.210, -1.580], [-2.038, -2.370, -0.694], [0.595, 1.515, 1.909], [0.333, 2.474, 0.494], [-1.137, 2.052, 1.355], [1.754, 0.300, -1.895]],
  "mulliken_charge": [-0.758, -0.257, 0.728, -0.870, 0.132, -0.496, -0.008, -0.372, 0.281, 0.401, 0.286, 0.305, 0.289, 0.338]
}

=====

4.
{
  "formula": "C2H7NO2S",
  "method": "wB97M-V/def2-TZVPD",
  "e_tot_ev": -18604.860,
  "multiplicity": 1,
  "e_above_lowest_kj_mol": 340.9,
  "orbital_gap_ev": 10.14,
  "lumo_ev": 0.821,
  "species": ["C", "C", "N", "O", "O", "S", "H", "H", "H", "H", "H", "H", "H"],
  "xyz": [[-1.143, 0.353, -1.308], [0.408, 1.754, -0.312], [-0.319, 0.583, -0.358], [-0.300, -2.773, -0.080], [0.484, -1.069, 1.799], [0.857, -2.233, 0.642], [-1.685, -0.606, -1.208], [-1.516, 1.072, -2.011], [0.145, -0.266, 1.414], [0.150, 2.514, -0.922], [0.048, 2.121, 0.724], [1.590, 1.657, -0.179], [1.281, -3.106, 1.799]],
  "mulliken_charge": [-0.354, -0.914, -0.264, -0.494, -0.481, 0.408, 0.240, 0.257, 0.489, 0.449, 0.275, 0.240, 0.149]
}